[1]
Molecular formula: C2HCl2NS
Method: DFT, the ωB97M-V functional and the def2-TZVPD basis

Geometry as XYZ:
```
7
Properties=species:S:1:pos:R:3:forces:R:3:nbo_charge:R:1
N -1.6929 1.2501 0.2362 -4.49 4.59 0.80 -0.23
C -0.9177 0.4801 0.0861 2.85 -3.42 -1.22 0.18
C 0.0763 -0.5099 -0.0426 1.42 -1.40 0.41 -0.28
S 1.7003 0.3364 -0.0739 -0.13 -0.44 0.32 0.10
Cl -0.2202 -1.5479 1.4341 0.54 0.11 -0.52 0.03
Cl -0.0395 -1.5225 -1.5021 -0.39 0.09 0.20 0.06
H 1.0936 1.5137 -0.1379 0.18 0.47 0.02 0.14
```
Positions in Å, forces in eV/Å.

* frontier orbital gap: 0.3918 Eh
* SMILES string: N#CC(S)(Cl)Cl
* LUMO energy: 0.2086 eV



[2]
Molecular formula: C2HCl2NS
Method: DFT, the ωB97M-V functional and the def2-TZVPD basis

Geometry as XYZ:
```
7
Properties=species:S:1:pos:R:3:forces:R:3:nbo_charge:R:1
C 0.5305 0.3561 -0.1717 -0.17 2.59 0.05 0.18
C 0.3332 1.7560 -0.2229 -0.27 -1.00 0.10 -0.18
N 0.7219 -0.7640 -0.2220 0.35 -2.21 0.05 -0.27
S -1.1976 -2.9722 0.9471 -3.01 1.17 2.72 -0.07
Cl 0.1577 2.6023 1.2367 0.03 0.13 -0.40 0.13
Cl -0.2222 2.3197 -1.7223 0.04 0.46 0.22 0.13
H -0.3236 -3.2980 0.1551 3.02 -1.14 -2.74 0.07
```
Positions in Å, forces in eV/Å.

* frontier orbital gap (spin up / spin down): 0.2880 / 0.2676 Eh
* LUMO energy (spin up / spin down): -1.9014 / -1.9786 eV



[3]
Molecular formula: C2HCl2NS
Method: DFT, the ωB97M-V functional and the def2-TZVPD basis

Geometry as XYZ:
```
7
Properties=species:S:1:pos:R:3:forces:R:3:nbo_charge:R:1
C -2.9840 -0.0584 -0.3614 -0.90 -0.12 -0.53 -0.03
C -0.1972 -0.6096 -0.0743 -1.47 0.31 0.25 -0.19
N -3.5610 -0.9839 -0.7258 -0.71 -1.23 -0.11 -0.37
S -2.1177 1.2682 -0.0902 2.15 0.19 0.77 0.03
Cl -0.6806 -1.5337 -1.4395 0.74 0.80 1.50 0.19
Cl -0.2566 -1.4067 1.5116 0.16 1.14 -2.11 0.11
H 0.3743 0.3210 -0.2264 0.04 -1.09 0.24 0.26
```
Positions in Å, forces in eV/Å.

* frontier orbital gap (spin up / spin down): 0.2599 / 0.2521 Eh
* LUMO energy (spin up / spin down): -2.2528 / -2.4239 eV



[4]
Molecular formula: C2HCl3O
Method: DFT, the ωB97M-V functional and the def2-TZVPD basis

Geometry as XYZ:
```
7
Properties=species:S:1:pos:R:3:forces:R:3:nbo_charge:R:1
C -0.8128 0.0844 1.0578 0.38 0.03 -3.90 0.51
C 0.5380 -0.0833 -0.6691 -1.11 -0.62 3.09 -0.32
O -0.4428 0.8045 1.8788 -0.15 -0.13 0.79 -0.44
Cl -0.4794 -0.3060 -2.0419 -0.05 0.13 -0.24 0.04
Cl 1.5234 1.3606 -0.6474 -0.39 -0.27 -0.14 0.04
Cl 1.5481 -1.5343 -0.3269 -0.41 0.56 -0.28 -0.01
H -1.8746 -0.3257 0.7487 1.72 0.29 0.69 0.17
```
Positions in Å, forces in eV/Å.

* frontier orbital gap (spin up / spin down): 0.3265 / 0.3265 Eh
* LUMO energy (spin up / spin down): -0.1525 / -0.1520 eV



[5]
Molecular formula: C2HCl3O3
Method: DFT, the ωB97M-V functional and the def2-TZVPD basis

Geometry as XYZ:
```
9
Properties=species:S:1:pos:R:3:forces:R:3:nbo_charge:R:1
O 1.0547 -1.7718 0.3271 0.29 -1.16 1.03 -0.47
C 0.5395 -0.9534 -0.3081 0.09 1.33 -1.67 0.73
O 1.1449 0.0427 -1.0514 1.83 -0.49 0.67 -0.23
O -0.0725 0.5972 -1.4953 -1.48 -0.10 0.03 -0.23
C -0.8100 -0.4450 -0.8115 0.45 0.62 -0.70 0.03
Cl -1.5422 -1.4720 -2.0335 -0.40 0.03 0.62 0.07
Cl -1.7523 0.2412 0.4551 -0.96 -0.29 -0.02 0.09
Cl 1.0119 1.6274 1.9287 -0.27 0.47 0.85 -0.28
H 0.4261 2.1337 2.9889 0.43 -0.40 -0.79 0.28
```
Positions in Å, forces in eV/Å.

* frontier orbital gap: 0.4211 Eh
* SMILES string: O=C1OOC1(Cl)Cl.Cl
* LUMO energy: 0.3739 eV



[6]
Molecular formula: C2HCl3S
Method: DFT, the ωB97M-V functional and the def2-TZVPD basis

Geometry as XYZ:
```
7
Properties=species:S:1:pos:R:3:forces:R:3:nbo_charge:R:1
Cl 1.7914 -1.3578 0.9546 -0.14 0.53 -0.56 0.12
C 1.9315 -0.2190 -0.2519 0.06 -0.97 1.05 -0.12
C 2.1987 0.5776 -1.0931 0.47 0.97 -1.08 -0.12
Cl 2.6881 1.6585 -2.2651 -0.40 -0.53 0.60 0.12
S -2.1117 -0.1222 1.1944 -1.49 -0.82 0.26 0.02
Cl -3.4023 0.3983 -0.3123 0.30 0.09 0.05 -0.17
H -3.0957 -0.9355 1.7733 1.21 0.73 -0.32 0.14
```
Positions in Å, forces in eV/Å.

* frontier orbital gap: 0.3420 Eh
* SMILES string: ClC#CCl.SCl
* LUMO energy: -0.2292 eV



[7]
Molecular formula: C2HCl3S
Method: DFT, the ωB97M-V functional and the def2-TZVPD basis

Geometry as XYZ:
```
7
Properties=species:S:1:pos:R:3:forces:R:3:nbo_charge:R:1
S 1.8989 -0.5041 1.3090 1.19 -1.23 1.51 0.23
C 0.8750 0.1034 0.3396 -1.73 4.17 -3.31 -0.40
C -0.5864 -0.2626 -0.1092 1.79 2.22 -0.63 -0.22
Cl -1.6169 -1.1503 0.8851 -0.32 -0.96 0.60 0.12
Cl -0.3437 -0.8210 -1.7536 -0.12 -1.13 -0.48 0.05
Cl -1.2161 1.4044 -0.3523 -1.32 0.42 0.36 0.00
H 0.9891 1.2304 -0.3186 0.51 -3.50 1.94 0.22
```
Positions in Å, forces in eV/Å.

* frontier orbital gap: 0.3207 Eh
* SMILES string: S=CC(Cl)(Cl)Cl
* LUMO energy: -0.6354 eV



[8]
Molecular formula: C2HCl3S2
Method: DFT, the ωB97M-V functional and the def2-TZVPD basis

Geometry as XYZ:
```
8
Properties=species:S:1:pos:R:3:forces:R:3:nbo_charge:R:1
S 1.5814 1.6829 -0.0867 -0.09 -0.26 -0.15 0.14
C 0.9760 0.1848 -0.0919 -1.17 0.43 0.23 -0.39
S 2.1350 -1.1008 -0.0104 0.47 0.06 -0.12 0.16
C -0.6057 -0.0604 -0.0268 0.29 0.47 0.22 -0.16
Cl -0.9637 -0.9420 1.4699 0.18 -0.15 0.04 0.04
Cl -1.2081 -1.0052 -1.4066 0.42 0.20 0.11 0.04
Cl -1.5431 1.4882 0.0696 0.61 -0.79 -0.28 0.04
H 1.4683 -2.2569 0.0070 -0.71 0.04 -0.03 0.13
```
Positions in Å, forces in eV/Å.

* frontier orbital gap: 0.3079 Eh
* SMILES string: S=C(S)C(Cl)(Cl)Cl
* LUMO energy: -0.9945 eV



Maximum force list, top to bottom, in eV Å⁻¹: 6.5 4.2 2.4 3.9 2.1 1.7 5.6 1.3
Relative energy (zero: lowest compared OMol25 entry of this formula, charge and spin) list, top to bottom, in eV: 0.512 2.837 2.060 1.830 3.092 1.985 1.111 0.000
Calculated total energy list, top to bottom, in eV: -39458.94027 -39456.61559 -39457.39209 -41702.33236 -45796.45179 -50489.69846 -50490.57227 -61326.91210